1.
A molecular structure, C5H9O2S in a non-equilibrium geometry, computed with ωB97M-V/def2-TZVPD.

```
17
C5H9O2S (ωB97M-V/def2-TZVPD)
O -3.57 -1.06 0.07
C -2.79 -0.08 0.24
O -3.09 1.08 0.63
C -1.23 -0.41 -0.05
C -0.47 0.85 -0.46
C -0.94 0.35 -1.80
S 2.74 -0.77 -0.32
C 3.46 -0.41 1.27
H -0.94 -1.42 -0.28
H -1.57 -0.36 1.06
H 0.57 1.18 -0.45
H -1.08 1.63 0.00
H -0.43 -0.43 -2.36
H -1.57 0.97 -2.43
H 3.92 0.58 1.29
H 2.76 -0.55 2.10
H 4.24 -1.16 1.48
```

Calculated values
- spin multiplicity = 2
- Kohn-Sham gap (spin up / spin down) (eV) = 5.60 / 6.10
- <S²> = 0.7572
- charge = -2

***

2.
A single C28H28F2N4O2 molecule, computed with ωB97M-V/def2-TZVPD.

```
64
C28H28F2N4O2 (ωB97M-V/def2-TZVPD)
O -2.10 -2.80 1.60
C -2.11 -1.98 0.70
C -1.03 -1.98 -0.34
C -0.83 -3.10 -1.13
C 0.20 -3.13 -2.05
C 1.05 -2.04 -2.19
C 0.87 -0.92 -1.38
C 1.71 0.31 -1.57
O 1.22 1.34 -2.00
N 3.02 0.19 -1.26
C 3.60 -0.89 -0.51
C 3.98 -0.40 0.90
N 4.88 0.74 0.81
C 6.24 0.57 0.97
C 6.73 -0.20 2.03
C 8.08 -0.37 2.27
C 9.01 0.25 1.45
C 8.57 1.02 0.40
C 7.22 1.17 0.16
F 6.87 1.91 -0.92
C 4.29 1.81 0.04
C 3.89 1.34 -1.37
C -0.18 -0.89 -0.47
N -3.04 -1.01 0.60
C -3.25 -0.14 -0.53
C -4.63 -0.46 -1.16
N -5.70 -0.37 -0.20
C -6.36 0.83 0.00
C -5.93 2.05 -0.54
C -6.65 3.22 -0.38
C -7.83 3.23 0.34
C -8.30 2.05 0.88
C -7.58 0.88 0.70
F -8.12 -0.26 1.21
C -5.46 -1.27 0.91
C -4.11 -0.95 1.58
H -1.48 -3.96 -1.01
H 0.35 -4.00 -2.67
H 1.85 -2.06 -2.91
H 2.90 -1.72 -0.43
H 4.51 -1.24 -1.02
H 4.45 -1.21 1.45
H 3.07 -0.09 1.43
H 6.02 -0.66 2.70
H 8.40 -0.97 3.10
H 10.07 0.13 1.64
H 9.26 1.51 -0.27
H 4.97 2.66 -0.01
H 3.38 2.13 0.57
H 3.35 2.13 -1.89
H 4.78 1.07 -1.94
H -0.32 -0.01 0.14
H -2.47 -0.28 -1.27
H -3.23 0.90 -0.18
H -4.82 0.20 -2.01
H -4.61 -1.49 -1.52
H -5.01 2.09 -1.09
H -6.27 4.13 -0.81
H -8.39 4.14 0.47
H -9.23 2.00 1.42
H -6.25 -1.20 1.65
H -5.44 -2.29 0.52
H -3.89 -1.68 2.36
H -4.14 0.06 2.01
```

Calculated values
- spin multiplicity = 1
- SMILES = O=C(c1cccc(C(=O)N2CCN(c3ccccc3F)CC2)c1)N1CCN(c2ccccc2F)CC1
- Kohn-Sham gap (eV) = 8.50

***

3.
2 unconnected molecules or ions with the total composition C14H12N in a non-equilibrium geometry, computed with ωB97M-V/def2-TZVPD.

```
27
C14H12N (ωB97M-V/def2-TZVPD)
C 4.28 -0.25 0.18
C -3.90 1.01 0.00
C 3.39 -1.29 -0.18
C 3.78 1.08 0.30
C -3.11 0.64 1.07
C -3.20 1.42 -1.21
C 2.06 -1.08 -0.41
C 2.39 1.33 0.13
C -1.61 0.89 1.17
C -1.88 1.27 -1.39
C 1.48 0.21 -0.19
C -1.07 0.85 -0.31
C -1.21 -4.09 0.26
C 0.16 0.41 -0.42
N -0.82 -3.03 0.02
H 5.29 -0.51 0.45
H -4.98 1.10 -0.02
H 3.78 -2.28 -0.35
H 4.55 1.81 0.61
H -3.50 0.05 1.81
H -3.82 1.74 -2.08
H 1.38 -1.87 -0.84
H 1.99 2.32 0.20
H -1.32 0.00 1.61
H -1.31 1.48 -2.37
H -1.31 1.85 1.51
H -1.50 -5.04 0.47
```

Calculated values
- spin multiplicity = 1
- Kohn-Sham gap (eV) = 6.21
- charge = +1

***

4.
A single C2H2ClNO molecule in a non-equilibrium geometry, computed with ωB97M-V/def2-TZVPD.

```
7
C2H2ClNO (ωB97M-V/def2-TZVPD)
H 0.63 1.95 -0.19
N -0.15 1.30 0.03
C 0.40 0.20 0.09
Cl 2.12 -0.13 0.05
C -0.66 -0.87 0.07
O -1.79 -0.40 -0.02
H -0.54 -2.05 -0.02
```

Calculated values
- spin multiplicity = 1
- SMILES = [H]/N=C(\Cl)C=O
- Kohn-Sham gap (eV) = 10.01

***

5.
A molecular structure, C31H51Cl2N2OPPb in a non-equilibrium geometry, computed with ωB97M-V/def2-TZVPD.

```
89
C31H51Cl2N2OPPb (ωB97M-V/def2-TZVPD)
P -0.46 -0.84 -1.40
C 0.63 -2.31 -1.74
C 0.08 -3.33 -2.73
C 0.98 -4.58 -2.74
C 2.45 -4.22 -3.00
C 2.97 -3.15 -2.03
C 2.08 -1.91 -2.04
C -0.31 0.50 -2.69
C -0.60 0.05 -4.12
C -0.65 1.27 -5.05
C 0.62 2.12 -4.95
C 0.98 2.50 -3.51
C 1.02 1.27 -2.60
C -2.23 -1.43 -1.36
C -2.43 -2.47 -0.24
C -3.87 -2.98 -0.21
C -4.90 -1.85 -0.07
C -4.66 -0.73 -1.08
C -3.21 -0.26 -1.15
H 0.64 -2.79 -0.73
H 0.04 -2.89 -3.74
H -0.94 -3.63 -2.46
H 0.62 -5.28 -3.50
H 0.90 -5.08 -1.77
H 3.07 -5.13 -2.91
H 2.55 -3.86 -4.03
H 3.00 -3.56 -1.01
H 4.00 -2.87 -2.30
H 2.43 -1.19 -1.28
H 2.14 -1.42 -3.02
H -1.09 1.21 -2.36
H -1.52 1.89 -4.77
H -1.56 -0.50 -4.17
H 0.19 -0.64 -4.46
H -0.81 0.94 -6.08
H 0.50 3.03 -5.54
H 1.45 1.56 -5.39
H 1.95 3.01 -3.47
H 0.23 3.19 -3.11
H 1.20 1.58 -1.56
H 1.85 0.61 -2.89
H -2.37 -1.88 -2.35
H -1.73 -3.31 -0.33
H -2.19 -2.01 0.72
H -4.07 -3.54 -1.13
H -3.98 -3.68 0.63
H -4.87 -1.45 0.95
H -5.91 -2.26 -0.21
H -5.29 0.13 -0.83
H -4.97 -1.07 -2.08
H -3.10 0.50 -1.93
H -2.94 0.25 -0.21
Pb 0.11 0.15 1.23
Cl -1.19 2.36 0.03
Cl 0.48 -2.53 1.66
C 2.28 0.25 0.67
H 2.80 -0.72 0.80
C 3.09 1.39 0.60
C 2.54 2.71 0.41
C 3.37 3.81 0.26
C 4.77 3.67 0.30
C 5.33 2.40 0.53
C 4.53 1.29 0.69
H 1.45 2.83 0.37
H 2.92 4.80 0.12
H 6.42 2.31 0.59
H 4.97 0.31 0.87
H 5.40 4.54 0.15
C -2.10 -0.19 3.81
N -1.47 0.67 4.78
C -2.12 0.85 6.06
C -1.17 1.53 7.01
C -0.57 2.75 6.36
N 0.14 2.33 5.19
C 1.20 3.18 4.65
C -0.28 1.26 4.46
O 0.43 0.84 3.50
H -3.00 -0.62 4.25
H -1.43 -1.00 3.50
H -2.41 0.38 2.91
H -3.04 1.43 5.94
H -2.40 -0.14 6.44
H -0.38 0.84 7.32
H -1.72 1.82 7.91
H 0.12 3.27 7.03
H -1.37 3.47 6.10
H 0.84 4.22 4.55
H 2.07 3.20 5.32
H 1.51 2.81 3.67
```

Calculated values
- spin multiplicity = 1
- Kohn-Sham gap (spin up / spin down) (eV) = 5.02 / 6.63

***

6.
A molecular structure, C3BiO3 in a non-equilibrium geometry, computed with ωB97M-V/def2-TZVPD.

```
7
C3BiO3 (ωB97M-V/def2-TZVPD)
C 0.70 1.69 1.19
C 0.65 0.51 0.70
O 0.36 2.81 1.53
O -1.16 -1.55 -1.61
O 0.86 -0.82 1.03
C -2.21 -1.81 -1.94
Bi 0.80 -0.84 -0.90
```

Calculated values
- spin multiplicity = 1
- Kohn-Sham gap (eV) = 6.99
- charge = +1